This record from OMol25 describes a molecular structure, C38H35ClF3N4O4Pt in a non-equilibrium geometry. The level of theory is wB97M-V/def2-TZVPD.

Results
Spin multiplicity ... 3
LUMO level (spin up / spin down) ... -3.433 / -5.984 eV
E_tot ... -78027.443 eV
Expectation value of S² ... 2.0054
Highest occupied orbital energy (spin up / spin down) ... -10.17 / -10.17 eV
Charge ... +1
Orbital gap (spin up / spin down) ... 6.73 / 4.18 eV

Last column: Mulliken charge in e.
Cartesian coordinates (Å):
C (-2.65, 3.87, -5.32)  -0.074
H (-3.00, 2.51, 5.05)  0.392
H (3.49, -0.33, 1.94)  0.422
C (-2.59, -2.64, 1.41)  -0.788
C (5.98, 0.83, -2.56)  -0.488
H (-4.84, 0.72, 0.30)  0.348
H (2.73, -4.90, 3.70)  0.381
C (-0.91, 3.04, 2.36)  -1.004
C (4.07, -3.70, 2.42)  0.460
H (1.64, -0.87, 3.01)  0.285
N (-2.06, -0.53, 0.25)  0.411
F (4.96, -4.69, 2.11)  -0.354
C (-3.53, 2.45, -3.62)  0.054
F (1.42, 1.79, 4.91)  -0.370
H (-5.66, 4.67, 1.18)  0.385
C (0.82, -5.84, -0.23)  -0.435
C (-3.13, 3.33, -0.59)  -0.071
C (0.24, 2.04, 4.29)  0.065
H (-1.40, -5.07, -2.58)  0.368
H (5.50, -1.60, -4.91)  0.377
N (-0.34, -3.63, -1.48)  -0.344
H (-4.34, 2.05, -3.02)  0.457
C (2.97, -3.93, 3.28)  -0.458
H (-0.97, 3.46, 1.37)  0.534
H (1.93, -4.54, 0.98)  0.180
H (1.21, 2.68, 2.60)  0.439
O (2.08, 2.48, -0.44)  -0.669
H (-4.71, 3.81, -4.75)  0.404
H (-2.73, 4.68, -6.03)  0.421
O (-0.12, 1.81, -0.81)  -0.703
C (3.48, -1.35, 2.30)  -0.791
H (1.04, -2.55, -0.38)  0.760
H (-1.24, 0.88, 1.50)  0.296
C (4.28, -0.74, -1.89)  -0.234
C (0.59, -3.53, -0.49)  -0.262
N (-2.29, 1.87, -3.41)  -0.137
Cl (1.28, 1.41, -0.84)  1.539
C (-2.05, -2.21, 2.62)  -0.482
H (-2.88, 3.42, 2.59)  0.266
H (-1.14, -0.51, 3.62)  0.388
C (2.08, -2.92, 3.55)  -0.344
H (-0.65, 3.69, -5.75)  0.390
C (6.20, 0.10, -3.75)  0.192
F (7.09, 0.50, -4.72)  -0.304
C (2.32, -1.70, 2.99)  -0.097
C (-0.24, -6.07, -1.16)  -0.560
Pt (-2.16, 0.53, -1.67)  1.148
C (-2.56, -1.78, 0.31)  -0.274
H (1.20, -3.20, 4.12)  0.376
O (1.49, 0.36, 0.11)  -0.367
H (5.12, -2.12, 1.20)  0.481
C (-4.51, 1.72, 0.09)  -0.317
H (-6.03, 2.34, 1.55)  0.455
H (-1.02, 1.57, 6.01)  0.439
C (-1.60, -0.14, 1.51)  -0.113
C (-2.08, 2.55, 4.48)  -0.938
H (-2.91, -2.18, -0.63)  0.318
C (-5.31, 2.62, 0.80)  -0.561
C (-0.93, 2.02, 5.03)  -0.286
H (-3.25, -3.49, 1.37)  0.493
H (-0.54, -7.07, -1.46)  0.422
C (4.37, -2.38, 1.94)  -0.346
C (5.01, 0.44, -1.58)  -0.356
C (-1.55, -0.88, 2.69)  -0.463
C (-3.84, 4.39, -0.02)  -0.821
C (-1.26, 2.28, -4.22)  -0.203
H (6.68, 1.62, -2.34)  0.369
C (-1.43, 3.32, -5.10)  -0.795
O (1.58, 1.07, -2.23)  -0.651
C (1.21, -4.54, 0.17)  -0.137
H (-0.35, 1.74, -3.99)  0.580
C (-2.05, 3.02, 3.14)  0.308
C (5.41, -1.04, -3.99)  -0.269
N (-3.38, 2.00, -0.62)  0.039
C (4.42, -1.43, -3.11)  -0.587
H (3.46, -0.99, -1.23)  0.386
C (-3.70, 3.46, -4.58)  -0.816
C (-4.99, 3.99, 0.67)  -0.371
H (-3.45, 5.40, -0.07)  0.471
H (-2.14, -2.81, 3.52)  0.510
C (0.22, 2.55, 3.01)  0.309
H (1.19, -6.61, 0.42)  0.389
H (4.88, 0.94, -0.63)  0.488
H (3.74, -2.23, -3.38)  0.412
C (-0.66, -4.92, -1.81)  -0.395
H (-2.24, 3.67, -1.10)  0.430